# 1
{
  "formula": "C4H11NS",
  "method": "the ωB97M-V functional and the def2-TZVPD basis",
  "homo_ev": -8.9,
  "relative_energy_ev": 0.606,
  "smiles": "CN[C@@H](C)CS",
  "lumo_energy_ha": 0.0343,
  "orbital_gap_ha": 0.3624,
  "species": ["C", "N", "C", "C", "C", "S", "H", "H", "H", "H", "H", "H", "H", "H", "H", "H", "H"],
  "positions_angstrom": [[-1.931, -0.285, 1.172], [-0.609, -0.789, 0.853], [0.079, -0.043, -0.233], [-0.037, 1.463, -0.206], [1.506, -0.557, -0.357], [2.220, -0.114, -1.969], [-1.898, 0.743, 1.514], [-2.323, -0.870, 2.004], [-2.666, -0.396, 0.359], [-0.710, -1.735, 0.490], [-0.459, -0.347, -1.153], [-1.092, 1.680, -0.365], [0.446, 1.843, -1.111], [0.460, 2.022, 0.584], [1.556, -1.623, -0.129], [2.124, -0.121, 0.436], [3.333, -0.871, -1.888]]
}

***

# 2
{
  "formula": "C4H11NS",
  "method": "the ωB97M-V functional and the def2-TZVPD basis",
  "homo_ev": -9.0,
  "relative_energy_ev": 0.430,
  "smiles": "CCNCCS",
  "lumo_energy_ha": 0.0377,
  "orbital_gap_ha": 0.3696,
  "species": ["C", "C", "N", "C", "C", "S", "H", "H", "H", "H", "H", "H", "H", "H", "H", "H", "H"],
  "positions_angstrom": [[-2.656, 0.591, 0.147], [-1.470, -0.121, -0.452], [-0.318, -0.146, 0.485], [0.970, -0.027, -0.207], [2.115, -0.491, 0.658], [3.734, -0.092, -0.072], [-3.572, 0.412, -0.413], [-2.492, 1.668, 0.088], [-2.816, 0.311, 1.187], [-1.689, -1.185, -0.597], [-1.207, 0.353, -1.403], [-0.411, 0.661, 1.086], [0.958, -0.677, -1.086], [1.103, 0.998, -0.576], [2.093, -1.570, 0.791], [2.095, -0.020, 1.640], [3.562, -0.665, -1.278]]
}

***

# 3
{
  "formula": "C4H11NS",
  "method": "the ωB97M-V functional and the def2-TZVPD basis",
  "total_charge": 1,
  "s_squared": 0.753,
  "homo_ev": [-11.0, -11.0],
  "relative_energy_ev": 2.756,
  "lumo_energy_ha": [-0.1298, -0.3190],
  "orbital_gap_ha": [0.2728, 0.0835],
  "spin_multiplicity": 2,
  "species": ["C", "S", "C", "H", "H", "H", "H", "H", "H", "C", "C", "N", "H", "H", "H", "H", "H"],
  "positions_angstrom": [[-2.468, 2.800, 0.438], [-1.188, 2.971, -0.743], [0.349, 3.058, 0.222], [-2.624, 1.871, 0.959], [-3.332, 3.258, -0.089], [-2.348, 3.662, 1.183], [0.834, 4.076, 0.191], [0.214, 2.832, 1.306], [1.099, 2.392, -0.322], [2.142, -3.295, -0.008], [-0.092, -3.442, -0.858], [0.786, -3.664, 0.023], [2.838, -4.178, 0.449], [2.383, -2.469, 0.738], [2.469, -2.812, -0.922], [-1.210, -3.481, -0.667], [0.148, -3.578, -1.897]]
}